# C3H7NO

One molecule with the formula C3H7NO in a non-equilibrium geometry (ωB97M-V with the def2-TZVPD basis set, OMol25).

Summary:
HOMO-LUMO gap = 10.54 eV
SMILES = NC[C@H]1CO1
energy relative to the best compared isomer or geometry (same formula, charge and spin) = 3.2737 eV
HOMO level = -9.490 eV
LUMO energy = 1.05 eV
max |F| = 3.402 eV/A
calculated total energy = -6759.4766 eV

```
! wB97M-V def2-TZVPD RIJCOSX def2/J DEFGRID3
* xyz 0 1
N -1.052 -0.897 -1.401
C -0.412 -0.645 -0.045
C 0.266 0.738 -0.112
C 1.319 0.763 0.972
O 1.710 0.702 -0.315
H -1.608 0.006 -1.615
H -1.802 -1.729 -1.309
H 0.258 -1.455 0.202
H -1.211 -0.726 0.860
H -0.321 1.629 -0.377
H 1.555 1.726 1.426
H 1.297 -0.111 1.714
*
```


# C12H11Cl3O2Pt

C12H11Cl3O2Pt as an isolated structure in a non-equilibrium geometry (ωB97M-V with the def2-TZVPD basis set, OMol25).

Summary:
HOMO-LUMO gap (alpha / beta) = 6.69 / 6.78 eV
<S²> = 6.02
HOMO level (alpha / beta) = -6.235 / -8.803 eV
LUMO energy (alpha / beta) = 0.46 / -2.02 eV
max |F| = 3.135 eV/A
calculated total energy = -57524.8226 eV

```
! wB97M-V def2-TZVPD RIJCOSX def2/J DEFGRID3
* xyz 0 5
C -1.348 1.124 -0.486
C -0.309 1.212 -1.446
C 0.974 1.397 -0.780
H -0.424 1.115 -2.523
C 0.579 1.626 0.702
C -0.835 1.448 0.777
H -1.407 1.450 1.698
H -2.391 0.888 -0.707
H 1.690 2.130 -1.159
H 1.188 2.313 1.285
Pt 1.850 -0.425 -1.335
Cl -0.008 -1.567 -2.265
C 3.296 -1.986 -1.919
C 4.027 -0.900 -1.303
C 3.890 0.277 -2.139
H 4.667 -1.021 -0.441
C 3.109 -0.086 -3.287
C 2.703 -1.455 -3.140
H 2.145 -2.034 -3.870
H 3.206 -2.993 -1.546
H 4.364 1.237 -1.973
H 2.877 0.545 -4.134
Cl 2.926 -2.572 2.681
C 2.985 -0.819 2.865
Cl 4.615 -0.116 2.910
C 2.219 -0.199 1.689
O 1.068 0.295 1.932
O 2.850 -0.151 0.598
H 2.494 -0.578 3.809
*
```


# C14H18BCl3F4GeN3Ni

C14H18BCl3F4GeN3Ni as an isolated structure (ωB97M-V with the def2-TZVPD basis set, OMol25).

Summary:
HOMO-LUMO gap (alpha / beta) = 7.70 / 6.11 eV
<S²> = 3.76
HOMO level (alpha / beta) = -7.942 / -9.006 eV
LUMO energy (alpha / beta) = -0.24 / -2.90 eV
max |F| = 0.696 eV/A
calculated total energy = -165962.2308 eV

```
! wB97M-V def2-TZVPD RIJCOSX def2/J DEFGRID3
* xyz 0 4
Ni -0.384 0.258 -0.681
N 1.913 0.793 1.542
C 2.390 0.874 0.241
C 3.773 0.973 0.065
C 4.275 1.095 -1.207
C 3.400 1.119 -2.290
C 2.061 1.007 -2.024
N 1.555 0.880 -0.783
C 0.633 0.736 2.081
C 0.517 0.829 3.467
C -0.730 0.773 4.041
C -1.852 0.627 3.233
C -1.659 0.542 1.880
N -0.434 0.591 1.303
H 2.631 0.858 2.234
H 4.431 0.965 0.928
H 5.344 1.175 -1.360
H 3.752 1.226 -3.306
H 1.336 1.032 -2.825
H 1.407 0.952 4.074
H -0.831 0.846 5.117
H -2.853 0.589 3.639
H -2.502 0.425 1.211
F -4.185 0.399 0.066
B -3.624 0.804 -1.144
F -4.355 0.477 -2.254
F -3.285 2.198 -1.107
F -2.300 0.121 -1.250
Cl -1.700 4.590 -2.523
Ge -1.058 3.315 -0.911
Cl 1.018 4.051 -0.580
Cl -1.996 3.993 0.919
C -0.884 -3.018 0.479
C -0.857 -2.715 -1.016
C -0.536 -3.983 -1.817
C 0.139 -1.615 -1.324
H -1.558 -3.851 0.705
H -1.222 -2.146 1.050
H 0.119 -3.287 0.833
H -1.853 -2.379 -1.313
H 0.473 -4.340 -1.579
H -0.584 -3.787 -2.891
H -1.246 -4.786 -1.583
H 0.183 -1.368 -2.391
H 1.139 -1.837 -0.949
*
```


# CH2P2S3

CH2P2S3 as an isolated structure in a non-equilibrium geometry (ωB97M-V with the def2-TZVPD basis set, OMol25).

Summary:
HOMO-LUMO gap = 8.02 eV
energy relative to the best compared isomer or geometry (same formula, charge and spin) = 3.2494 eV
HOMO level = -8.791 eV
LUMO energy = -0.78 eV
max |F| = 4.462 eV/A
calculated total energy = -52150.4511 eV

```
! wB97M-V def2-TZVPD RIJCOSX def2/J DEFGRID3
* xyz 0 1
C 0.638 -0.427 -0.023
P 1.775 -0.568 1.446
P 1.849 -0.531 -1.378
S 2.952 -1.770 0.040
S 2.608 1.406 1.032
S 2.627 1.386 -1.059
H -0.418 -0.974 0.083
H 0.214 1.441 0.045
*
```


# C18H36BrF9N2O10S3Ti

C18H36BrF9N2O10S3Ti as an isolated structure in a non-equilibrium geometry (ωB97M-V with the def2-TZVPD basis set, OMol25).

Summary:
HOMO-LUMO gap (alpha / beta) = 3.14 / 4.20 eV
<S²> = 6.00
HOMO level (alpha / beta) = -4.148 / -8.177 eV
LUMO energy (alpha / beta) = -1.01 / -3.98 eV
max |F| = 6.168 eV/A
calculated total energy = -192819.3081 eV

```
! wB97M-V def2-TZVPD RIJCOSX def2/J DEFGRID3
* xyz 0 5
Ti 0.884 2.699 -0.413
Br 0.429 4.573 -2.340
C -1.504 1.380 -2.817
C -0.717 1.562 -4.095
C 0.336 0.445 -4.304
O 1.077 0.552 -5.494
C 1.955 -0.535 -5.741
N -1.788 1.655 -5.234
H -1.356 1.953 -6.096
H -2.262 0.772 -5.358
H -2.466 2.394 -5.113
H -2.144 0.501 -2.742
H -2.137 2.261 -2.714
H -0.843 1.330 -1.952
H -0.261 2.551 -4.055
H -0.313 -0.430 -4.344
H 0.951 0.338 -3.410
H 1.467 -1.472 -6.012
H 2.669 -0.733 -4.942
H 2.624 -0.347 -6.581
C -2.325 -3.746 -0.589
C -1.673 -2.339 -0.658
C -0.633 -2.153 0.440
C -1.270 -2.271 1.914
N -0.309 -2.165 3.108
C 0.476 -3.536 3.239
C -0.394 -4.333 4.214
C -1.544 -3.485 4.700
C -1.120 -2.071 4.446
C 0.620 -0.910 3.056
C -0.164 0.446 2.902
C 0.696 1.734 2.791
H -1.548 -4.502 -0.693
H -3.129 -3.888 -1.311
H -2.738 -3.931 0.403
H -2.557 -1.729 -0.470
H -1.392 -2.211 -1.703
H -0.137 -1.187 0.352
H 0.253 -2.777 0.317
H -1.748 -3.232 2.102
H -2.095 -1.606 2.168
H 1.501 -3.354 3.562
H 0.474 -3.943 2.228
H 0.201 -4.640 5.074
H -0.808 -5.239 3.769
H -1.726 -3.855 5.709
H -2.492 -3.863 4.318
H -0.488 -1.688 5.247
H -1.940 -1.363 4.325
H 1.319 -1.133 2.250
H 1.130 -0.866 4.018
H -0.821 0.640 3.750
H -0.861 0.388 2.067
H 1.316 1.654 1.899
H 1.249 1.990 3.695
H 0.003 2.556 2.614
C -3.691 1.630 0.924
F -3.351 0.730 -0.003
F -4.994 1.935 0.837
F -3.392 1.259 2.148
S -2.634 3.246 0.491
O -1.237 2.837 0.622
O -2.967 3.712 -0.872
O -2.944 4.274 1.495
C 2.500 -1.892 -1.747
F 1.289 -1.921 -2.226
F 2.681 -2.886 -0.933
F 3.426 -2.132 -2.696
S 2.886 -0.126 -0.940
O 3.809 -0.273 0.149
O 3.499 0.667 -1.996
O 1.552 0.424 -0.595
C 4.260 5.501 -0.248
F 5.026 6.483 0.171
F 3.162 5.926 -0.983
F 4.988 4.736 -1.100
S 3.634 4.418 1.249
O 4.874 3.786 1.744
O 3.026 5.325 2.278
O 2.673 3.498 0.734
*
```


# C4H12NO2

C4H12NO2 as an isolated structure in a non-equilibrium geometry (ωB97M-V with the def2-TZVPD basis set, OMol25).

Summary:
HOMO-LUMO gap = 7.05 eV
energy relative to the best compared isomer or geometry (same formula, charge and spin) = 4.9558 eV
HOMO level = -3.759 eV
LUMO energy = 3.29 eV
max |F| = 3.312 eV/A
calculated total energy = -9923.2681 eV

```
! wB97M-V def2-TZVPD RIJCOSX def2/J DEFGRID3
* xyz -1 1
C 0.320 -1.472 -1.539
N 0.554 -1.891 -0.342
C 1.073 0.700 0.000
C 0.096 -0.498 0.167
C -1.374 -0.029 -0.115
O -1.878 0.760 0.913
H -0.600 -1.723 -2.100
H 1.881 -2.674 1.490
H 1.083 -1.007 -2.186
H 2.154 -2.661 2.160
H 2.094 0.374 0.214
H 1.038 1.080 -1.025
H 0.777 1.511 0.664
H 0.025 -0.616 1.260
H -1.441 0.473 -1.089
H -1.976 -0.948 -0.183
H -1.420 3.849 0.507
H -1.529 1.726 0.746
O -0.876 3.049 0.458
*
```


Repeat the first record exactly.
# C3H7NO

One molecule with the formula C3H7NO in a non-equilibrium geometry (ωB97M-V with the def2-TZVPD basis set, OMol25).

Summary:
HOMO-LUMO gap = 10.54 eV
SMILES = NC[C@H]1CO1
energy relative to the best compared isomer or geometry (same formula, charge and spin) = 3.2737 eV
HOMO level = -9.490 eV
LUMO energy = 1.05 eV
max |F| = 3.402 eV/A
calculated total energy = -6759.4766 eV

```
! wB97M-V def2-TZVPD RIJCOSX def2/J DEFGRID3
* xyz 0 1
N -1.052 -0.897 -1.401
C -0.412 -0.645 -0.045
C 0.266 0.738 -0.112
C 1.319 0.763 0.972
O 1.710 0.702 -0.315
H -1.608 0.006 -1.615
H -1.802 -1.729 -1.309
H 0.258 -1.455 0.202
H -1.211 -0.726 0.860
H -0.321 1.629 -0.377
H 1.555 1.726 1.426
H 1.297 -0.111 1.714
*
```


Number 4 is which compound? CH2P2S3


The lowest max |F| belongs to which entry? C14H18BCl3F4GeN3Ni


Which of these has the lowest max |F|? C14H18BCl3F4GeN3Ni